Molecular formula: C94H215N13O15
Method: DFT, ωB97M-V/def2-TZVPD

```
! RIJCOSX wB97M-V def2-TZVPD def2/J DEFGRID3
* xyz 0 1
C -3.36315 4.61119 0.06725
C -2.67612 5.04271 -1.29109
C -3.50578 6.08776 -2.09989
C -3.54799 7.56686 -1.51939
C -2.05895 8.08923 -1.64597
C -1.06924 7.03665 -0.97074
N -1.35748 5.58351 -1.18176
O -0.55431 4.77093 -0.43675
C 0.34009 7.25320 -1.52768
C -1.01072 7.48021 0.52500
C -2.75974 3.72138 -2.14464
H -2.67483 5.03496 0.79850
H -3.53717 3.54167 0.18533
H -4.37449 4.97950 0.23944
H -2.93080 6.10349 -3.02577
H -4.49751 5.70779 -2.34524
H -3.78219 7.62168 -0.45627
H -4.10739 8.28362 -2.12058
H -2.03826 8.92205 -0.94306
H -1.68765 8.50703 -2.58175
H 0.55575 8.31888 -1.60460
H 1.06364 6.99454 -0.75459
H 0.51339 6.75957 -2.48393
H -0.24744 6.86262 0.99838
H -0.65477 8.50565 0.62439
H -1.88456 7.34785 1.16297
H -2.08088 2.95526 -1.77007
H -2.31368 3.87350 -3.12748
H -3.76248 3.29930 -2.21149
H 0.01034 4.43304 -1.13574
C -5.90534 1.55367 -7.33929
C -5.06785 0.22757 -7.50737
C -3.76970 0.47914 -8.38144
C -2.63711 1.34400 -7.64123
C -2.27508 0.68044 -6.27300
C -3.65609 0.39714 -5.43317
N -4.62672 -0.32517 -6.24506
O -5.81955 -0.68595 -5.54481
C -3.24698 -0.54128 -4.17560
C -4.08890 1.69489 -4.75067
C -5.95895 -0.88148 -8.17095
H -5.21624 2.37868 -7.51993
H -6.36016 1.68865 -6.35796
H -6.62521 1.65883 -8.15097
H -3.43226 -0.52152 -8.65147
H -3.81005 0.79667 -9.42338
H -3.05905 2.33835 -7.49514
H -1.76972 1.51582 -8.27858
H -1.62159 1.29289 -5.65176
H -1.62126 -0.19002 -6.32698
H -2.83675 -1.51634 -4.43841
H -2.47765 -0.16114 -3.50350
H -4.16086 -0.58984 -3.58351
H -3.23750 2.12141 -4.22030
H -4.33708 2.47800 -5.46708
H -4.80474 1.29625 -4.03180
H -6.95757 -0.93756 -7.73767
H -5.57484 -1.88546 -7.99041
H -5.89874 -0.66295 -9.23712
H -5.44839 -1.39373 -5.01295
C 4.31597 -4.98001 -2.13295
C 5.72312 -5.19987 -2.61072
C 6.23312 -3.84699 -3.20271
C 6.74707 -2.82376 -2.11031
C 7.89543 -3.43810 -1.36119
C 7.50256 -4.78292 -0.73792
N 6.85096 -5.67501 -1.75469
O 6.55893 -6.89333 -1.14597
C 8.86188 -5.38797 -0.28839
C 6.64413 -4.53252 0.48721
C 5.68966 -6.21389 -3.88767
H 4.06906 -6.00835 -1.86905
H 3.53008 -4.71262 -2.83934
H 4.35774 -4.31973 -1.26671
H 7.10969 -4.04302 -3.82019
H 5.46753 -3.19316 -3.62043
H 5.93620 -2.54345 -1.43798
H 7.22955 -1.94836 -2.54503
H 8.23723 -2.75483 -0.58373
H 8.77396 -3.58264 -1.98999
H 8.72910 -6.46481 -0.18400
H 9.63390 -5.11570 -1.00808
H 9.18463 -5.00957 0.68153
H 6.48783 -5.43521 1.07784
H 7.22790 -3.86577 1.12183
H 5.67087 -4.05233 0.38581
H 6.66714 -6.69196 -3.95151
H 5.42131 -5.68682 -4.80324
H 5.14078 -7.06379 -3.48208
H 7.03234 -7.51550 -1.70309
C 3.11452 -1.06423 -0.44570
C 1.77942 -0.35979 0.04769
C 1.43147 0.60292 -1.11464
C -0.06355 0.99831 -1.14219
C -0.92538 -0.24415 -1.16474
C -0.69037 -1.14578 0.05118
N 0.77044 -1.40096 0.11826
O 1.18297 -2.41664 1.03681
C -1.29446 -0.47745 1.32251
C -1.50215 -2.51338 -0.25956
C 2.06907 0.44846 1.42796
H 2.89581 -1.91770 -1.08748
H 3.58802 -1.59278 0.38166
H 3.74034 -0.28739 -0.88498
H 2.02059 1.48192 -0.85309
H 1.67264 0.11381 -2.05840
H -0.20247 1.56866 -2.06060
H -0.34850 1.62557 -0.29753
H -0.61374 -0.75088 -2.07808
H -1.99843 -0.05372 -1.14455
H -1.16440 -1.21096 2.11821
H -0.67712 0.39607 1.53214
H -2.36632 -0.28180 1.29175
H -2.51166 -2.28443 -0.60099
H -1.11740 -3.01839 -1.14558
H -1.42028 -3.22227 0.56439
H 1.65614 -0.04726 2.30651
H 1.65797 1.45774 1.40723
H 3.14061 0.64608 1.45719
H 0.65785 -3.20338 0.87283
C -2.04840 1.46330 5.96375
C -1.29989 2.83646 5.76498
C -0.60959 2.93743 4.32446
C -1.62916 3.14223 3.21874
C -2.48482 4.40580 3.54367
C -3.11397 4.53870 4.90801
N -2.16477 4.03579 6.01776
O -2.77709 4.09718 7.23644
C -3.27920 5.98869 5.14317
C -4.39321 3.64924 4.79000
C -0.19278 2.91288 6.92038
H -1.66885 0.68317 5.30389
H -3.11643 1.48408 5.74701
H -1.97410 1.17259 7.01164
H 0.20183 3.62806 4.09485
H -0.22058 1.99302 3.94387
H -2.28274 2.28359 3.06486
H -1.22673 3.34020 2.22528
H -3.14358 4.45619 2.67673
H -1.83536 5.26604 3.38149
H -3.75204 6.52209 4.31854
H -3.91169 6.06232 6.02784
H -2.34330 6.43340 5.48146
H -5.17132 4.15004 4.21396
H -4.27806 2.77536 4.14876
H -4.69441 3.40855 5.80954
H 0.52218 3.69044 6.65138
H 0.41643 2.01011 6.96473
H -0.65683 3.06342 7.89510
H -2.48285 4.89310 7.68536
C -2.38908 -3.62700 7.10462
C -1.34188 -4.01608 6.02692
C -0.87250 -2.65313 5.47704
C 0.42852 -2.68662 4.59096
C 1.50010 -3.39198 5.32171
C 1.10750 -4.77039 5.84951
N -0.18370 -4.73322 6.60212
O -0.62694 -5.85009 7.29879
C 1.17174 -5.76860 4.72955
C 2.20515 -5.13126 6.89208
C -1.86087 -4.87446 4.73266
H -2.95228 -4.50555 7.41937
H -3.20023 -2.94554 6.84815
H -1.92347 -3.30850 8.03729
H -1.64621 -2.16205 4.88686
H -0.61231 -1.97444 6.28931
H 0.73939 -1.66059 4.39419
H 0.10770 -3.06143 3.61902
H 1.59396 -2.73052 6.18296
H 2.26593 -3.45143 4.54835
H 0.65075 -6.67794 5.02918
H 0.62494 -5.41235 3.85651
H 2.20735 -6.02614 4.50754
H 2.36192 -6.20774 6.96066
H 3.12231 -4.60486 6.62783
H 1.96901 -4.85180 7.91884
H -2.94430 -4.85219 4.61531
H -1.61803 -5.93702 4.72222
H -1.41665 -4.57420 3.78366
H -0.49315 -5.61286 8.21935
C -7.50875 1.65111 -1.70507
C -7.00653 1.00742 -0.36927
C -6.05196 2.01482 0.32580
C -5.76705 1.72685 1.72561
C -7.11882 1.94144 2.45257
C -8.13271 0.88027 1.95481
N -8.22259 0.89200 0.51040
O -9.22920 0.03959 -0.05334
C -7.65188 -0.49826 2.38648
C -9.46212 1.22069 2.56463
C -6.29160 -0.30541 -0.73465
H -6.70699 2.18010 -2.22029
H -8.18939 2.41812 -1.33555
H -7.84243 1.03302 -2.53857
H -5.10171 1.75386 -0.14004
H -6.28379 3.03841 0.03144
H -4.97876 2.34963 2.14850
H -5.40709 0.70758 1.86572
H -7.52035 2.95441 2.48047
H -6.90376 1.80066 3.51183
H -7.55733 -0.52617 3.47201
H -8.35295 -1.30132 2.15911
H -6.71650 -0.85120 1.95221
H -10.12745 0.38573 2.34491
H -9.53500 1.13305 3.64865
H -9.99321 2.11993 2.25252
H -5.38049 -0.30461 -1.33297
H -6.98522 -1.00465 -1.20163
H -6.00144 -0.86194 0.15651
H -9.81530 0.73321 -0.36472
C 4.66529 -2.09412 4.81248
C 6.00028 -1.26597 4.78363
C 6.67744 -1.27069 3.39431
C 6.03528 -0.43833 2.30721
C 6.13945 1.01780 2.86981
C 5.50094 1.19556 4.25225
N 5.97550 0.16344 5.18011
O 5.65749 0.41594 6.55367
C 6.09539 2.54267 4.80191
C 3.92966 1.38521 4.22089
C 7.17220 -1.87614 5.69786
H 3.76685 -1.50830 4.61826
H 4.54788 -2.21870 5.88896
H 4.68199 -3.02685 4.24870
H 7.71304 -0.93065 3.39060
H 6.50154 -2.29111 3.05390
H 4.97784 -0.65553 2.15639
H 6.66335 -0.46801 1.41685
H 5.41959 1.59411 2.28865
H 7.13803 1.42993 2.72462
H 7.17321 2.56484 4.96295
H 5.83723 3.28125 4.04301
H 5.77621 2.80978 5.80933
H 3.48023 0.43482 3.93300
H 3.48945 1.58031 5.19877
H 3.59949 2.10266 3.46966
H 7.43479 -2.89884 5.42724
H 6.84781 -1.79733 6.73548
H 8.13884 -1.38145 5.60301
H 6.53733 0.69193 6.82072
C 6.69917 7.04554 -1.67790
C 5.23199 6.97051 -1.37999
C 4.25772 6.82467 -2.58331
O 4.62568 7.75087 -3.61241
C 4.15853 7.33190 -4.87179
N 4.90470 5.86209 -0.49881
H 7.04877 6.38019 -2.46733
H 7.23899 6.97438 -0.73364
H 6.99095 7.98107 -2.15512
H 4.96665 7.92502 -0.92545
H 3.29656 7.01486 -2.10571
H 4.35453 5.80849 -2.96555
H 4.50686 8.09225 -5.57081
H 3.07528 7.40898 -4.96517
H 4.62034 6.38918 -5.16525
H 5.60133 5.92029 0.23017
H 3.97043 5.92103 -0.11965
C 1.71036 -2.55017 -4.24239
C 1.57625 -3.79753 -5.13672
C 0.11460 -3.89806 -5.77897
O -0.94622 -4.13041 -4.89816
C -0.87684 -5.33218 -4.11560
N 2.70929 -3.60993 -6.04792
H 0.83643 -2.50840 -3.59232
H 1.52738 -1.66873 -4.85695
H 2.54332 -2.37543 -3.56141
H 1.82302 -4.73491 -4.63821
H 0.13819 -4.68810 -6.52956
H 0.15404 -2.89709 -6.20864
H -0.59528 -6.25080 -4.63037
H -1.87506 -5.44804 -3.69343
H -0.20827 -5.28629 -3.25594
H 2.41524 -2.86021 -6.65750
H 3.43525 -3.22241 -5.46235
C 1.26057 4.68693 -4.40368
C 1.38468 3.55571 -3.45810
C 2.57327 2.59038 -3.86846
O 2.50859 2.06264 -5.21946
C 1.95228 0.82809 -5.39395
N 1.51200 3.98926 -2.04011
H 0.38848 5.28919 -4.14906
H 1.17984 4.39513 -5.45079
H 2.18027 5.26695 -4.32744
H 0.41182 3.08916 -3.61288
H 2.69231 1.81765 -3.10897
H 3.41905 3.26779 -3.98619
H 2.36061 0.19904 -4.60296
H 2.37102 0.36874 -6.28935
H 0.86674 0.74768 -5.33702
H 2.43487 4.36409 -1.87307
H 1.54981 3.02912 -1.72897
C -0.39647 -6.24799 1.13802
C -0.22776 -6.43966 -0.31296
C 0.62900 -7.67770 -0.75141
O 0.73179 -7.74061 -2.14322
C 1.95532 -7.42672 -2.86416
N -1.49518 -6.49778 -0.99553
H -1.42969 -6.05672 1.42783
H 0.16152 -5.39340 1.52069
H -0.07650 -7.13503 1.68471
H 0.11413 -5.50605 -0.75970
H 0.19843 -8.58829 -0.33482
H 1.67331 -7.70902 -0.44071
H 1.84166 -7.77048 -3.89226
H 2.86439 -7.62626 -2.29680
H 1.89246 -6.33919 -2.82653
H -1.37211 -6.85023 -1.93401
H -2.05557 -7.09761 -0.40708
C -5.95380 -3.51384 1.83322
C -6.04096 -4.85216 1.16388
C -5.43518 -4.92361 -0.22091
O -6.39375 -4.27931 -1.14366
C -5.95714 -4.05665 -2.54564
N -5.42789 -5.88686 2.06430
H -4.93274 -3.19683 2.04543
H -6.53490 -3.37730 2.74525
H -6.20344 -2.74236 1.10481
H -7.11155 -5.03037 1.26462
H -5.23560 -5.95949 -0.49514
H -4.46138 -4.43858 -0.15326
H -5.67714 -4.93038 -3.13410
H -5.20365 -3.27374 -2.63167
H -6.80822 -3.58172 -3.03370
H -4.55083 -5.54443 2.42983
H -5.25211 -6.72705 1.53206
C 2.41421 4.43620 2.14308
O 2.15135 5.58968 1.29199
H 3.36503 4.56478 2.66028
H 1.72649 4.55264 2.98069
H 2.32285 3.44109 1.70775
H 1.22201 5.44646 1.09856
C 6.44758 3.27999 -2.19196
O 5.10347 3.39897 -1.86285
H 7.12245 3.43543 -1.35024
H 6.46632 2.28403 -2.63448
H 6.63273 4.07887 -2.91003
H 4.91112 4.32932 -1.72482
*
```

Computed properties:
lowest unoccupied orbital energy = 0.43 eV
frontier orbital gap = 8.54 eV
largest force on an atom = 4.39 eV Å⁻¹